1.
4 unconnected molecules or ions with the total composition C29H49BrN2O11S2. Source: OMol25; level of theory: ωB97M-V/def2-TZVPD.

```
94
Properties=species:S:1:pos:R:3:forces:R:3
C 2.921 1.037 3.129 -0.360 0.096 -0.734
C 2.319 -0.097 2.259 0.241 0.436 0.674
C 1.817 -1.305 3.074 -0.346 0.402 -0.225
C 0.528 -1.896 2.445 1.055 -0.853 -0.393
C 0.599 -3.433 2.278 0.645 0.412 0.599
C 0.008 -4.199 3.458 -0.262 -0.053 -0.261
C -1.515 -4.367 3.459 -0.186 0.927 0.328
C -2.384 -4.031 2.260 -0.409 -0.465 -0.027
O -2.162 -3.773 1.118 0.007 -0.344 0.306
O -3.676 -4.130 2.773 -0.193 0.071 -0.490
C -3.650 -3.260 3.932 0.952 -0.277 -1.272
C -3.565 -1.858 3.285 -0.935 0.404 1.466
C -4.286 -0.802 4.130 0.258 0.185 -0.563
C -4.198 0.652 3.585 -0.313 -0.167 0.067
S -3.494 0.908 1.925 0.610 -0.363 -0.406
C -4.745 0.543 0.701 -0.610 -0.236 0.938
S -4.602 -0.491 -0.510 0.503 -0.070 -0.053
N -5.922 1.345 0.817 1.748 -1.006 -0.068
C -7.133 1.095 1.382 0.195 -0.781 0.220
C -7.803 2.239 1.192 -1.649 0.401 0.555
N -7.058 3.161 0.547 -0.925 1.534 -0.428
C -5.931 2.595 0.323 0.853 -0.076 -0.079
C -2.307 -3.644 4.594 -0.311 -0.452 -0.173
Br -2.451 -5.003 6.013 -0.229 0.676 0.287
H 2.414 1.966 2.870 0.051 0.155 0.093
H 2.758 0.885 4.193 0.227 -0.121 0.090
H 3.970 1.199 2.896 0.171 -0.078 0.324
H 3.062 -0.395 1.522 -0.052 -0.203 -0.113
H 1.492 0.330 1.696 -0.139 -0.087 -0.029
H 2.606 -2.054 3.136 -0.006 -0.127 0.001
H 1.637 -0.972 4.096 -0.095 -0.039 0.100
H -0.342 -1.589 3.023 -0.197 0.136 -0.240
H 0.508 -1.506 1.431 -0.570 0.303 -0.010
H 1.666 -3.662 2.271 0.066 -0.159 -0.083
H 0.238 -3.756 1.309 -0.419 -0.068 0.078
H 0.278 -3.693 4.386 0.155 0.030 0.042
H 0.465 -5.186 3.516 -0.044 -0.089 -0.023
H -1.790 -5.401 3.637 0.231 -0.267 -0.309
H -4.552 -3.435 4.504 -0.017 -0.031 0.177
H -2.529 -1.543 3.176 0.082 -0.159 -0.409
H -4.070 -1.944 2.332 0.266 0.072 -0.371
H -3.813 -0.809 5.112 -0.281 0.080 0.258
H -5.337 -1.067 4.230 -0.051 -0.152 0.137
H -3.523 1.180 4.252 0.185 0.394 -0.300
H -5.149 1.177 3.629 -0.129 -0.066 0.094
H -7.404 0.171 1.850 0.069 -0.221 0.013
H -8.812 2.411 1.510 -0.209 0.273 -0.010
H -5.053 2.965 -0.174 0.006 0.345 -0.112
H -1.861 -2.735 4.986 0.423 -0.267 0.304
C 5.415 2.809 -3.636 0.159 -0.240 -0.093
C 4.740 2.906 -2.286 0.069 0.416 -0.273
O 4.558 1.615 -1.684 -0.016 -0.038 0.153
C 5.657 1.056 -1.181 0.041 0.035 -0.170
O 6.765 1.534 -1.177 -0.180 -0.073 0.079
O 5.326 -0.143 -0.692 0.020 0.067 0.039
C 6.435 -0.901 -0.207 0.091 -0.208 0.134
H 4.864 2.133 -4.293 -0.108 0.095 0.002
H 5.474 3.791 -4.105 -0.030 0.014 0.032
H 6.426 2.415 -3.546 0.026 0.092 0.071
H 3.741 3.323 -2.405 -0.095 -0.210 0.129
H 5.288 3.562 -1.609 0.110 -0.141 0.038
H 7.003 -0.338 0.531 0.042 0.072 -0.097
H 7.077 -1.198 -1.035 0.072 0.102 0.029
H 6.029 -1.793 0.263 -0.168 0.056 -0.063
C 8.272 8.443 -6.439 0.154 -0.252 -0.041
C 7.606 8.513 -5.081 0.061 0.386 -0.254
O 7.434 7.211 -4.501 -0.042 -0.033 0.121
C 8.541 6.647 -4.014 0.081 -0.009 -0.139
O 9.645 7.131 -4.010 -0.198 -0.054 0.067
O 8.216 5.439 -3.547 -0.018 0.074 0.005
C 9.329 4.671 -3.082 0.086 -0.265 0.149
H 7.717 7.777 -7.101 -0.096 0.100 -0.011
H 8.319 9.434 -6.891 -0.057 0.006 0.016
H 9.285 8.053 -6.363 0.021 0.084 0.075
H 6.604 8.925 -5.186 -0.088 -0.199 0.122
H 8.155 9.159 -4.396 0.112 -0.142 0.035
H 9.900 5.219 -2.336 0.037 0.081 -0.097
H 9.967 4.391 -3.919 0.069 0.114 0.024
H 8.925 3.770 -2.627 -0.177 0.064 -0.051
C -6.355 -4.363 -0.396 0.090 -0.412 -0.190
C -6.948 -3.293 -1.276 -0.013 0.263 0.307
O -6.878 -3.648 -2.667 -0.068 0.074 -0.083
C -7.745 -4.575 -3.071 0.025 -0.093 0.073
O -8.576 -5.122 -2.390 0.090 0.127 -0.144
O -7.527 -4.808 -4.369 -0.028 0.040 0.073
C -8.327 -5.857 -4.915 -0.094 -0.141 -0.195
H -5.332 -4.586 -0.703 0.074 0.119 0.085
H -6.349 -4.040 0.640 0.062 0.085 0.175
H -6.924 -5.290 -0.464 -0.078 0.082 0.039
H -6.380 -2.364 -1.185 -0.097 -0.186 -0.233
H -7.979 -3.071 -0.995 -0.058 -0.126 -0.140
H -9.386 -5.675 -4.740 0.022 -0.029 0.120
H -8.031 -6.815 -4.491 -0.098 0.015 0.080
H -8.144 -5.872 -5.986 0.132 0.132 0.034
```
Positions in Å, forces in eV/Å.

Properties
gap between HOMO and LUMO: 7.8 eV
SMILES string: CCCCCC[C@@H]1C(=O)O[C@H](CCCSC(=S)n2ccnc2)[C@H]1Br.CCOC(=O)OC.CCOC(=O)OC.CCOC(=O)OC
E_LUMO: -1.2 eV

---

2.
A molecular structure, C29H49BrN2OP2Sn. Source: OMol25; level of theory: ωB97M-V/def2-TZVPD.

```
85
Properties=species:S:1:pos:R:3:forces:R:3
N -0.771 4.066 -6.938 -0.081 0.416 -0.568
C -1.176 2.839 -6.636 0.343 0.015 0.766
C -0.955 2.282 -5.371 0.326 0.460 0.165
C -0.323 3.089 -4.395 -0.391 0.546 -1.313
C 0.101 4.384 -4.743 -0.198 -0.599 -0.120
C -0.137 4.820 -6.045 -0.106 -0.481 0.453
C -0.285 2.660 -3.007 1.554 -0.629 -1.889
Sn -0.283 2.619 -0.415 2.275 -0.694 1.651
P -1.226 2.421 1.820 -0.934 -0.063 2.804
C -1.355 3.089 -2.166 -0.012 0.935 1.432
C -2.387 2.091 -1.799 -0.123 0.106 0.603
C -3.664 2.597 -1.500 0.265 -0.329 -0.739
C -4.736 1.820 -1.871 0.216 -0.299 0.554
C -4.482 0.497 -2.268 0.538 0.592 -0.216
C -3.214 -0.093 -2.220 -0.397 0.184 0.559
C -2.134 0.707 -1.891 -0.428 0.166 -0.688
Br -5.839 -0.415 -3.073 -1.125 -0.866 -0.434
H 0.479 1.903 -2.757 -0.788 0.150 0.020
H -1.687 4.135 -2.236 -0.056 -0.555 -0.401
H -1.267 1.261 -5.151 0.007 0.288 0.040
H 0.610 5.009 -4.011 -0.156 -0.026 -0.181
H -1.714 2.283 -7.405 0.205 0.133 0.112
H 0.171 5.819 -6.338 -0.042 -0.122 -0.197
H -3.759 3.601 -1.088 -0.164 0.050 -0.599
H -1.136 0.264 -1.821 -0.206 0.165 -0.588
H -5.725 2.257 -1.906 -0.097 -0.313 0.159
H -3.076 -1.131 -2.509 -0.072 0.198 0.187
P 2.440 2.360 0.188 0.531 -0.094 0.013
C -2.861 1.593 1.786 -0.137 -0.010 -0.447
C -3.693 1.832 3.042 -0.303 -0.104 0.376
H -2.707 0.514 1.624 0.139 0.322 -0.051
H -3.372 1.968 0.887 -0.003 -0.159 0.309
H -4.669 1.343 2.942 0.186 0.116 -0.123
H -3.225 1.395 3.936 -0.226 0.346 -0.353
H -3.881 2.899 3.210 0.025 -0.273 -0.005
C -1.372 3.979 2.810 -0.028 0.415 -0.377
C -1.422 3.911 4.344 -0.095 0.006 0.352
H -2.261 4.512 2.441 0.187 -0.127 -0.047
H -0.511 4.591 2.498 -0.174 -0.098 0.073
H -1.529 4.930 4.744 0.096 -0.222 -0.261
H -2.291 3.352 4.716 0.403 0.112 -0.147
H -0.504 3.499 4.786 -0.288 0.071 -0.209
C -0.148 1.348 2.849 0.556 0.049 -0.546
C -0.793 0.670 4.051 -0.084 -0.191 0.425
H 0.691 1.985 3.174 -0.194 -0.152 -0.103
H 0.274 0.588 2.174 -0.110 0.154 0.173
H -0.062 0.001 4.520 -0.095 0.121 -0.166
H -1.094 1.392 4.821 -0.024 -0.316 -0.309
H -1.653 0.053 3.763 0.240 0.140 0.101
C 2.832 0.899 1.213 -0.678 -0.214 0.016
C 4.300 0.503 1.165 0.358 -0.123 -0.030
H 2.188 0.071 0.880 0.184 0.109 0.145
H 2.538 1.150 2.245 0.091 -0.072 -0.357
H 4.574 0.083 0.190 -0.013 0.120 0.229
H 4.964 1.346 1.387 -0.127 -0.243 -0.038
H 4.480 -0.263 1.926 0.034 0.085 -0.176
C 3.559 3.618 0.923 -0.229 0.031 0.081
C 3.159 5.030 0.504 0.139 0.486 -0.133
H 4.592 3.376 0.625 -0.402 0.016 0.057
H 3.508 3.517 2.019 -0.017 -0.149 -0.361
H 3.921 5.484 -0.146 -0.287 -0.009 0.323
H 2.218 5.034 -0.057 0.051 0.106 0.029
H 3.007 5.649 1.396 0.143 0.055 -0.367
C 3.086 2.011 -1.500 0.001 0.370 -0.035
C 2.697 0.637 -2.057 -0.004 -0.292 -0.194
H 4.180 2.143 -1.465 -0.360 -0.030 -0.050
H 2.681 2.800 -2.157 0.257 -0.117 0.260
H 2.604 0.697 -3.150 0.054 -0.090 0.280
H 3.459 -0.125 -1.840 -0.295 0.246 0.012
H 1.737 0.264 -1.672 0.164 0.023 -0.088
C 0.407 -5.638 -2.061 -0.414 -0.107 0.208
N 0.652 -4.248 -2.410 -0.451 0.632 0.142
C 1.944 -3.904 -2.950 0.514 0.202 -0.234
C -0.215 -3.222 -2.163 1.002 -0.479 -0.330
C -1.553 -3.640 -1.609 -0.203 0.288 -0.057
O 0.121 -2.054 -2.415 -0.628 -0.391 0.423
H 1.227 -6.238 -2.469 -0.370 0.045 0.150
H -0.547 -5.987 -2.478 0.310 -0.032 0.023
H 0.364 -5.781 -0.972 0.107 -0.039 -0.239
H 1.840 -3.346 -3.888 0.036 -0.118 0.196
H 2.520 -3.283 -2.251 -0.085 -0.130 -0.137
H 2.484 -4.833 -3.137 0.052 0.273 -0.046
H -1.455 -4.145 -0.638 -0.016 0.071 -0.317
H -2.169 -2.749 -1.489 0.056 -0.162 0.082
H -2.048 -4.318 -2.318 0.070 0.107 0.283
```
Positions in Å, forces in eV/Å.

Properties
net charge: +2
gap between HOMO and LUMO (alpha / beta): 5.8 / 6.2 eV
E_LUMO (alpha / beta): -7.4 / -7.0 eV